# 1
A cluster of 2 separate species, C4H8O2 in total, computed with ωB97M-V/def2-TZVPD.

The value obtained for the strongest force on any atom is 0.353 eV/A. The multiplicity is 1. The SMILES is O/C=C\O.C=C. The value obtained for the LUMO energy is 0.96 eV. For the total energy, the calculation gives -8370.63178 eV. The value obtained for the relative energy (zero: lowest compared OMol25 entry of this formula, charge and spin) is 255.7 kJ/mol. Its net charge is 0. As for the HOMO energy: -8.776 eV.

Each line ends with the natural charge from an NBO analysis.
Cartesian coordinates (Å):
C -1.517 -1.077 -0.185  -0.500
C -1.280 0.044 -0.866  -0.336
C 1.070 1.260 0.262  0.093
O 0.429 1.412 1.448  -0.684
C 1.532 0.079 -0.147  -0.002
O 1.310 -1.024 0.653  -0.737
H -1.357 -2.056 -0.632  0.206
H -1.922 -1.050 0.824  0.207
H 0.385 -1.300 0.464  0.487
H -1.464 1.021 -0.429  0.206
H -0.885 0.033 -1.879  0.199
H 1.137 2.176 -0.314  0.191
H 0.532 0.556 1.899  0.488
H 2.032 -0.074 -1.099  0.181


# 2
The molecule C4H8O2, computed with ωB97M-V/def2-TZVPD.

The value obtained for the strongest force on any atom is 0.658 eV/A. The multiplicity is 1. The SMILES is C[C@]1(O)CCO1. The value obtained for the LUMO energy is 1.01 eV. For the total energy, the calculation gives -8371.84888 eV. The value obtained for the relative energy (zero: lowest compared OMol25 entry of this formula, charge and spin) is 138.2 kJ/mol. Its net charge is 0. As for the HOMO energy: -10.093 eV.

Each line ends with the natural charge from an NBO analysis.
Cartesian coordinates (Å):
C -0.141 1.503 -0.671  -0.648
C -0.387 0.056 -0.264  0.510
O -1.676 -0.350 -0.605  -0.709
C -0.024 -0.384 1.150  -0.468
C 1.012 -1.271 0.454  -0.057
O 0.571 -0.836 -0.845  -0.540
H -0.880 2.172 -0.210  0.221
H 0.860 1.816 -0.364  0.213
H -0.215 1.616 -1.761  0.216
H 0.363 0.401 1.798  0.211
H -0.842 -0.921 1.629  0.228
H 0.906 -2.351 0.608  0.178
H 2.052 -0.980 0.634  0.171
H -1.600 -0.471 -1.554  0.472


# 3
The molecule C4H8O2, computed with ωB97M-V/def2-TZVPD.

The value obtained for the strongest force on any atom is 5.576 eV/A. The multiplicity is 1. The SMILES is C[C@@H](O)CC=O. The value obtained for the LUMO energy is 0.65 eV. For the total energy, the calculation gives -8369.48861 eV. The value obtained for the relative energy (zero: lowest compared OMol25 entry of this formula, charge and spin) is 366.0 kJ/mol. Its net charge is 0. As for the HOMO energy: -8.523 eV.

Each line ends with the natural charge from an NBO analysis.
Cartesian coordinates (Å):
C -0.151 1.660 0.475  -0.632
C -0.156 0.387 -0.330  0.064
O 1.058 0.232 -1.067  -0.728
C -0.247 -0.794 0.559  -0.410
C -0.177 -2.088 -0.421  0.338
O 0.349 -2.702 0.485  -0.507
H -0.137 2.522 -0.192  0.205
H -1.043 1.728 1.108  0.214
H 0.739 1.696 1.114  0.216
H -1.017 0.324 -1.007  0.154
H 1.097 0.953 -1.708  0.471
H -1.170 -0.901 1.130  0.227
H 0.601 -0.715 1.304  0.221
H 0.255 -2.302 -1.451  0.168


# 4
The molecule C4H8O2, computed with ωB97M-V/def2-TZVPD.

The value obtained for the strongest force on any atom is 5.849 eV/A. The multiplicity is 1. The SMILES is OCC1(O)CC1. The value obtained for the LUMO energy is 0.70 eV. For the total energy, the calculation gives -8369.50793 eV. The value obtained for the relative energy (zero: lowest compared OMol25 entry of this formula, charge and spin) is 364.1 kJ/mol. Its net charge is 0. As for the HOMO energy: -8.192 eV.

Each line ends with the natural charge from an NBO analysis.
Cartesian coordinates (Å):
C 0.327 0.604 1.473  -0.473
C 1.157 -0.278 0.611  -0.454
C 0.002 0.246 -0.335  0.291
C -1.323 -0.524 -0.508  -0.098
O 0.265 1.134 -1.321  -0.701
O -1.652 -0.766 -1.841  -0.717
H -0.271 0.129 2.169  0.207
H 0.747 1.601 1.655  0.210
H 2.158 -0.035 0.300  0.206
H 1.159 -1.454 0.967  0.207
H -2.123 0.204 -0.184  0.154
H -1.467 -1.442 0.043  0.199
H 1.206 1.199 -1.522  0.490
H -1.522 0.123 -2.374  0.478


# 5
The molecule C4H8O2, computed with ωB97M-V/def2-TZVPD.

The value obtained for the strongest force on any atom is 1.625 eV/A. The multiplicity is 1. The SMILES is C[C@H]1COCO1. The value obtained for the LUMO energy is 1.10 eV. For the total energy, the calculation gives -8371.66483 eV. The value obtained for the relative energy (zero: lowest compared OMol25 entry of this formula, charge and spin) is 156.0 kJ/mol. Its net charge is 0. As for the HOMO energy: -9.743 eV.

Each line ends with the natural charge from an NBO analysis.
Cartesian coordinates (Å):
C 0.460 1.319 -1.148  -0.622
C 0.387 0.443 0.075  0.063
C -1.082 0.110 0.435  -0.101
O -0.920 -1.084 1.200  -0.535
C 0.287 -1.703 0.764  0.231
O 0.855 -0.878 -0.219  -0.529
H 0.024 2.298 -0.916  0.214
H 1.488 1.464 -1.480  0.222
H -0.119 0.857 -1.953  0.215
H 1.026 0.854 0.883  0.177
H -1.771 0.801 0.890  0.201
H -1.677 0.023 -0.492  0.162
H 0.959 -1.813 1.633  0.141
H 0.083 -2.691 0.329  0.161


# 6
A structure of composition C4H8O2, computed with ωB97M-V/def2-TZVPD.

The value obtained for the strongest force on any atom is 0.640 eV/A. The multiplicity is 1. The value obtained for the LUMO energy is 0.70 eV. For the total energy, the calculation gives -8368.30827 eV. The value obtained for the relative energy (zero: lowest compared OMol25 entry of this formula, charge and spin) is 479.9 kJ/mol. Its net charge is 0. As for the HOMO energy: -9.218 eV.

Each line ends with the natural charge from an NBO analysis.
Cartesian coordinates (Å):
O -0.089 0.825 -1.407  -0.771
C -0.734 -0.391 -1.217  -0.076
C -0.066 -1.066 0.029  -0.272
C 1.279 -0.362 0.272  -0.532
C 0.245 -0.235 1.180  0.092
O -0.698 1.547 0.938  -0.872
H -0.544 1.479 -0.092  0.515
H -0.623 -1.055 -2.091  0.170
H -1.807 -0.254 -1.009  0.176
H -0.288 -2.123 0.193  0.221
H 0.956 0.477 -0.742  0.397
H 2.300 -0.688 0.450  0.242
H 0.066 -0.300 2.247  0.229
H 0.002 2.146 1.249  0.480


# 7
The molecule C4H8O2, computed with ωB97M-V/def2-TZVPD.

The value obtained for the strongest force on any atom is 0.885 eV/A. The multiplicity is 1. The SMILES is C1COCCO1. The value obtained for the LUMO energy is 1.07 eV. For the total energy, the calculation gives -8371.52047 eV. The value obtained for the relative energy (zero: lowest compared OMol25 entry of this formula, charge and spin) is 169.9 kJ/mol. Its net charge is 0. As for the HOMO energy: -9.424 eV.

Each line ends with the natural charge from an NBO analysis.
Cartesian coordinates (Å):
C 0.725 1.050 -0.490  -0.096
C 1.235 0.137 0.628  -0.101
O 0.518 -1.073 0.782  -0.525
C -0.882 -0.933 0.625  -0.095
C -1.182 -0.244 -0.692  -0.101
O -0.667 1.073 -0.665  -0.518
H 1.055 2.075 -0.291  0.199
H 1.219 0.695 -1.418  0.156
H 2.201 -0.121 0.201  0.189
H 1.381 0.625 1.607  0.169
H -1.330 -0.356 1.450  0.168
H -1.295 -1.947 0.644  0.194
H -2.255 -0.153 -0.873  0.196
H -0.724 -0.829 -1.509  0.166


# 8
The molecule C4H8O2, computed with ωB97M-V/def2-TZVPD.

The value obtained for the strongest force on any atom is 0.336 eV/A. The multiplicity is 1. The SMILES is CO/C=C/OC. The value obtained for the LUMO energy is 1.00 eV. For the total energy, the calculation gives -8370.71543 eV. The value obtained for the relative energy (zero: lowest compared OMol25 entry of this formula, charge and spin) is 247.6 kJ/mol. Its net charge is 0. As for the HOMO energy: -8.562 eV.

Each line ends with the natural charge from an NBO analysis.
Cartesian coordinates (Å):
C -1.970 -1.242 1.001  -0.240
O -1.620 -0.735 -0.270  -0.536
C -0.336 -0.253 -0.388  -0.010
C 2.110 0.954 -0.923  -0.258
C 0.065 0.868 0.216  0.087
O 1.263 1.487 0.070  -0.492
H -3.004 -1.585 0.921  0.192
H -1.325 -2.083 1.289  0.170
H -1.912 -0.467 1.775  0.165
H 0.298 -0.829 -1.058  0.180
H 1.578 0.877 -1.879  0.179
H 2.949 1.642 -1.026  0.198
H 2.478 -0.040 -0.639  0.174
H -0.576 1.406 0.911  0.191


# 9
The molecule C4H8O2, computed with ωB97M-V/def2-TZVPD.

The value obtained for the strongest force on any atom is 1.259 eV/A. The multiplicity is 1. The SMILES is CC(C)OC=O. The value obtained for the LUMO energy is 0.95 eV. For the total energy, the calculation gives -8371.30973 eV. The value obtained for the relative energy (zero: lowest compared OMol25 entry of this formula, charge and spin) is 190.3 kJ/mol. Its net charge is 0. As for the HOMO energy: -10.500 eV.

Each line ends with the natural charge from an NBO analysis.
Cartesian coordinates (Å):
C 0.307 -1.556 -0.113  -0.626
C 0.218 0.056 -0.406  0.086
C 1.289 1.206 -0.453  -0.629
O -0.432 0.283 0.866  -0.543
C -1.753 0.314 0.872  0.655
O -2.424 0.953 0.108  -0.574
H 1.218 -2.060 -0.411  0.212
H 0.172 -1.807 0.969  0.225
H -0.576 -2.035 -0.570  0.216
H -0.470 0.331 -1.238  0.204
H 0.750 2.127 -0.161  0.232
H 1.751 1.455 -1.421  0.218
H 2.081 1.069 0.281  0.213
H -2.132 -0.337 1.678  0.112


# 10
The molecule C4H8O2, computed with ωB97M-V/def2-TZVPD.

The value obtained for the strongest force on any atom is 0.703 eV/A. The multiplicity is 1. The SMILES is CCC(=O)CO. The value obtained for the LUMO energy is 0.87 eV. For the total energy, the calculation gives -8372.26188 eV. The value obtained for the relative energy (zero: lowest compared OMol25 entry of this formula, charge and spin) is 98.4 kJ/mol. Its net charge is 0. As for the HOMO energy: -10.370 eV.

Each line ends with the natural charge from an NBO analysis.
Cartesian coordinates (Å):
C -2.060 0.368 -0.290  -0.619
C -0.862 -0.455 0.282  -0.512
C 0.465 0.242 0.062  0.578
O 0.510 1.428 -0.202  -0.569
C 1.807 -0.497 0.130  -0.162
O 2.849 0.415 -0.041  -0.714
H -2.841 0.641 0.437  0.217
H -2.474 -0.305 -1.031  0.210
H -1.764 1.312 -0.776  0.240
H -0.777 -1.463 -0.168  0.222
H -0.989 -0.654 1.356  0.241
H 1.897 -1.023 1.093  0.189
H 1.835 -1.277 -0.651  0.188
H 2.406 1.269 -0.201  0.490


# 11
The molecule C4H8O2, computed with ωB97M-V/def2-TZVPD.

The value obtained for the strongest force on any atom is 2.029 eV/A. The multiplicity is 1. The SMILES is CO/C=C/OC. The value obtained for the LUMO energy is 0.99 eV. For the total energy, the calculation gives -8370.40833 eV. The value obtained for the relative energy (zero: lowest compared OMol25 entry of this formula, charge and spin) is 277.2 kJ/mol. Its net charge is 0. As for the HOMO energy: -8.250 eV.

Each line ends with the natural charge from an NBO analysis.
Cartesian coordinates (Å):
C -1.774 1.758 -0.790  -0.256
O -0.698 0.978 -1.295  -0.523
C -0.128 -0.016 -0.547  0.034
C 1.776 -1.719 0.702  -0.254
C 0.080 -0.061 0.769  0.044
O 0.744 -1.064 1.423  -0.515
H -2.016 2.452 -1.623  0.200
H -2.705 1.082 -0.588  0.179
H -1.487 2.351 0.123  0.174
H 0.262 -0.793 -1.198  0.182
H 1.894 -1.306 -0.298  0.180
H 2.720 -1.575 1.238  0.185
H 1.577 -2.795 0.618  0.184
H -0.246 0.707 1.464  0.188


# 12
The molecule C4H8O2, computed with ωB97M-V/def2-TZVPD.

The value obtained for the strongest force on any atom is 0.346 eV/A. The multiplicity is 1. The SMILES is CC1OCCO1. The value obtained for the LUMO energy is 1.02 eV. For the total energy, the calculation gives -8372.02906 eV. The value obtained for the relative energy (zero: lowest compared OMol25 entry of this formula, charge and spin) is 120.9 kJ/mol. Its net charge is 0. As for the HOMO energy: -9.933 eV.

Each line ends with the natural charge from an NBO analysis.
Cartesian coordinates (Å):
C -0.932 -1.144 0.162  -0.105
C -1.426 0.222 -0.364  -0.105
O -0.593 1.172 0.276  -0.520
C 0.549 0.480 0.725  0.372
C 1.657 0.469 -0.315  -0.659
O 0.116 -0.819 1.056  -0.520
H -1.695 -1.690 0.724  0.191
H -0.571 -1.787 -0.653  0.169
H -1.338 0.296 -1.456  0.170
H -2.461 0.438 -0.086  0.190
H 0.888 0.958 1.649  0.171
H 1.941 1.496 -0.564  0.220
H 2.531 -0.055 0.080  0.219
H 1.336 -0.035 -1.234  0.207


Look up the net charge of the ninth one.
0